Formula: C72H152N8O8
Source: the Open Molecules 2025 dataset
Level of theory: the ωB97M-V functional and the def2-TZVPD basis

Geometry (Å):
C: -5.434 0.353 -0.884
C: -6.199 1.682 -0.904
C: -7.576 1.547 -1.544
C: -8.649 0.930 -0.642
C: -8.737 1.777 0.636
C: -7.385 1.809 1.405
N: -6.384 2.260 0.452
O: -5.160 2.472 1.121
C: -7.636 2.861 2.478
C: -7.065 0.447 2.077
C: -5.491 2.727 -1.763
H: -5.123 0.039 -1.885
H: -6.037 -0.492 -0.554
H: -4.492 0.480 -0.348
H: -7.965 2.417 -2.067
H: -7.521 0.757 -2.308
H: -8.557 -0.134 -0.426
H: -9.626 1.047 -1.121
H: -9.445 1.232 1.269
H: -9.110 2.784 0.467
H: -7.783 3.866 2.079
H: -8.537 2.624 3.046
H: -6.788 2.928 3.166
H: -6.540 -0.177 1.357
H: -6.370 0.665 2.891
H: -7.915 -0.011 2.579
H: -5.424 2.409 -2.802
H: -4.505 2.982 -1.361
H: -5.999 3.692 -1.711
H: -4.800 1.593 1.335
C: 5.107 -3.607 -8.191
C: 5.150 -2.429 -7.184
C: 3.790 -2.250 -6.506
C: 3.795 -1.411 -5.222
C: 4.819 -1.902 -4.221
C: 6.171 -2.127 -4.845
N: 6.128 -2.755 -6.158
O: 7.408 -3.042 -6.655
C: 6.954 -0.783 -4.879
C: 6.937 -3.042 -3.830
C: 5.468 -1.159 -8.048
H: 4.325 -3.508 -8.942
H: 4.865 -4.506 -7.617
H: 6.082 -3.711 -8.662
H: 2.897 -2.144 -7.121
H: 3.628 -3.282 -6.140
H: 2.757 -1.492 -4.896
H: 4.013 -0.396 -5.572
H: 4.407 -2.782 -3.712
H: 4.840 -1.206 -3.379
H: 6.638 -0.104 -4.085
H: 8.025 -0.967 -4.851
H: 6.674 -0.229 -5.776
H: 6.432 -4.006 -3.777
H: 7.969 -3.165 -4.154
H: 6.894 -2.555 -2.857
H: 5.525 -0.239 -7.473
H: 4.682 -1.071 -8.795
H: 6.443 -1.417 -8.467
H: 7.408 -3.997 -6.788
C: -3.877 -7.188 -5.774
C: -3.569 -6.452 -4.459
C: -2.691 -7.410 -3.653
C: -1.881 -6.748 -2.588
C: -1.142 -5.517 -3.067
C: -1.999 -4.497 -3.850
N: -2.914 -5.219 -4.781
O: -3.730 -4.342 -5.527
C: -2.820 -3.636 -2.884
C: -1.127 -3.620 -4.744
C: -4.941 -6.283 -3.706
H: -2.964 -7.109 -6.370
H: -4.717 -6.695 -6.276
H: -4.210 -8.227 -5.805
H: -3.332 -8.120 -3.123
H: -2.106 -8.058 -4.311
H: -1.249 -7.501 -2.106
H: -2.482 -6.461 -1.714
H: -0.318 -5.810 -3.727
H: -0.678 -4.982 -2.235
H: -3.599 -3.080 -3.407
H: -3.249 -4.182 -2.046
H: -2.138 -2.880 -2.483
H: -1.703 -2.830 -5.221
H: -0.334 -3.215 -4.117
H: -0.662 -4.234 -5.517
H: -4.844 -5.782 -2.741
H: -5.343 -7.257 -3.413
H: -5.643 -5.791 -4.376
H: -3.408 -4.487 -6.424
C: 4.885 -1.168 2.220
C: 6.150 -1.566 1.440
C: 6.898 -2.636 2.211
C: 6.228 -4.000 2.195
C: 6.105 -4.444 0.736
C: 5.415 -3.436 -0.186
N: 5.791 -2.051 0.103
O: 5.033 -1.087 -0.602
C: 5.947 -3.816 -1.591
C: 3.869 -3.619 -0.197
C: 7.054 -0.320 1.330
H: 4.259 -2.044 2.408
H: 4.264 -0.485 1.638
H: 5.118 -0.704 3.180
H: 7.878 -2.708 1.710
H: 7.310 -2.290 3.164
H: 5.226 -3.884 2.620
H: 6.674 -4.780 2.812
H: 5.486 -5.335 0.884
H: 7.050 -4.781 0.312
H: 5.341 -3.397 -2.403
H: 6.925 -3.385 -1.832
H: 6.069 -4.883 -1.779
H: 3.574 -4.618 -0.517
H: 3.454 -3.449 0.798
H: 3.432 -2.885 -0.873
H: 7.765 -0.139 2.130
H: 6.526 0.586 1.026
H: 7.622 -0.489 0.405
H: 5.520 -1.043 -1.435
C: -4.146 1.388 4.281
C: -3.038 0.567 4.986
C: -3.111 0.727 6.516
C: -4.173 -0.201 7.191
C: -3.929 -1.672 6.776
C: -3.939 -1.836 5.249
N: -3.056 -0.850 4.640
O: -2.855 -1.062 3.268
C: -3.486 -3.258 4.950
C: -5.392 -1.607 4.734
C: -1.709 1.153 4.528
H: -5.150 1.041 4.533
H: -4.102 1.170 3.210
H: -4.073 2.459 4.462
H: -2.113 0.586 6.928
H: -3.490 1.725 6.746
H: -5.197 0.117 6.999
H: -4.046 -0.080 8.268
H: -4.811 -2.202 7.142
H: -3.025 -1.938 7.323
H: -2.435 -3.307 5.249
H: -4.084 -3.995 5.482
H: -3.507 -3.521 3.891
H: -6.020 -2.478 4.931
H: -5.834 -0.745 5.223
H: -5.316 -1.480 3.654
H: -0.889 0.640 5.031
H: -1.607 2.226 4.702
H: -1.641 1.116 3.437
H: -1.911 -1.218 3.146
C: 5.433 3.753 3.121
C: 3.891 3.560 3.215
C: 3.557 2.487 2.144
C: 2.218 1.810 2.374
C: 2.096 1.279 3.806
C: 2.378 2.340 4.885
N: 3.610 3.045 4.561
O: 4.038 3.969 5.540
C: 1.213 3.312 5.045
C: 2.538 1.662 6.256
C: 3.136 4.814 2.793
H: 5.807 4.398 3.916
H: 5.672 4.260 2.184
H: 5.937 2.789 3.149
H: 3.563 2.896 1.133
H: 4.282 1.668 2.132
H: 2.113 0.961 1.694
H: 1.317 2.413 2.227
H: 2.693 0.385 4.008
H: 1.075 0.937 3.998
H: 1.554 4.201 5.576
H: 0.778 3.689 4.113
H: 0.355 2.833 5.517
H: 2.748 2.322 7.098
H: 1.659 1.053 6.470
H: 3.403 0.989 6.304
H: 3.398 5.576 3.536
H: 2.052 4.736 2.753
H: 3.490 5.153 1.819
H: 4.905 3.628 5.784
C: -2.058 0.141 -2.351
C: -0.749 0.558 -1.675
C: -1.070 0.977 -0.246
C: 0.098 0.842 0.729
C: 0.920 -0.433 0.570
C: 1.396 -0.673 -0.899
N: 0.186 -0.571 -1.716
O: 0.384 -1.040 -3.029
C: 2.534 0.297 -1.216
C: 1.948 -2.115 -0.895
C: -0.191 1.792 -2.448
H: -2.855 0.868 -2.188
H: -2.343 -0.867 -2.054
H: -2.003 0.094 -3.443
H: -1.375 2.026 -0.206
H: -1.947 0.478 0.179
H: -0.230 0.865 1.774
H: 0.674 1.771 0.665
H: 0.401 -1.300 0.976
H: 1.827 -0.245 1.152
H: 2.337 1.309 -0.846
H: 3.520 0.120 -0.779
H: 2.705 0.399 -2.292
H: 2.823 -2.112 -0.241
H: 1.252 -2.744 -0.337
H: 2.213 -2.448 -1.896
H: 0.830 2.032 -2.152
H: -0.859 2.599 -2.144
H: -0.126 1.721 -3.534
H: -0.069 -1.891 -3.048
C: -2.796 5.663 -1.114
C: -1.641 6.075 -0.144
C: -1.526 7.580 -0.338
C: -0.707 8.299 0.736
C: -1.242 7.847 2.094
C: -1.242 6.347 2.362
N: -1.937 5.707 1.240
O: -2.164 4.310 1.420
C: 0.200 5.872 2.536
C: -2.033 6.148 3.633
C: -0.396 5.366 -0.746
H: -2.946 4.583 -1.020
H: -2.538 5.841 -2.155
H: -3.731 6.166 -0.864
H: -1.218 7.813 -1.363
H: -2.533 8.011 -0.401
H: -0.983 9.349 0.623
H: 0.370 8.163 0.655
H: -2.246 8.268 2.185
H: -0.629 8.392 2.818
H: 0.831 6.244 1.728
H: 0.644 6.327 3.429
H: 0.340 4.798 2.662
H: -2.261 5.100 3.835
H: -1.554 6.621 4.490
H: -3.014 6.618 3.516
H: 0.504 5.613 -0.175
H: -0.222 5.650 -1.782
H: -0.441 4.281 -0.645
H: -3.060 4.300 1.053

As for the total energy: -3873.934714 hartree. The calculation puts the LUMO energy at 0.41 eV. The gap between HOMO and LUMO is 8.3690 eV. The charge is 0. Its SMILES is CC1(C)CCCC(C)(C)N1O.CC1(C)CCCC(C)(C)N1O.CC1(C)CCCC(C)(C)N1O.CC1(C)CCCC(C)(C)N1O.CC1(C)CCCC(C)(C)N1O.CC1(C)CCCC(C)(C)N1O.CC1(C)CCCC(C)(C)N1O.CC1(C)CCCC(C)(C)N1O.

---

Formula: C8H13NO3
Source: the Open Molecules 2025 dataset
Level of theory: the ωB97M-V functional and the def2-TZVPD basis

Geometry (Å):
C: 2.486 -1.162 0.779
C: 3.203 -1.380 -0.547
C: 3.279 0.055 -1.043
C: 1.836 0.202 0.658
C: -2.988 -0.596 -0.311
C: -1.795 0.217 0.098
C: -2.169 1.545 0.707
C: -1.629 2.712 0.374
H: 4.159 -1.913 -0.453
H: 2.480 -1.922 -1.196
H: 4.016 0.667 -0.513
H: 3.439 0.177 -2.119
H: 0.778 0.149 0.930
H: 2.349 0.948 1.294
H: -4.831 -1.809 -0.640
H: -3.808 -0.123 -0.855
H: -1.215 -0.384 0.814
H: -1.140 0.369 -0.783
H: -2.881 1.511 1.532
H: -1.823 3.605 0.944
H: -0.914 2.785 -0.450
N: -3.018 -1.834 -0.007
O: 2.465 -1.896 1.738
O: 1.948 0.518 -0.743
O: -4.228 -2.440 -0.207

As for the total energy: -592.982637 hartree. The calculation puts the LUMO energy at 0.87 eV. The gap between HOMO and LUMO is 10.4702 eV. The charge is 0. Its SMILES is C=CC/C=N/O.O=C1CCOC1.

---

Formula: C20H44AlBr3Cl2LiN3O9
Source: the Open Molecules 2025 dataset
Level of theory: the ωB97M-V functional and the def2-TZVPD basis

Geometry (Å):
C: -5.672 -1.628 3.599
C: -4.225 -2.291 3.085
C: -4.608 -3.070 1.659
C: -3.116 -1.071 2.850
N: -1.674 -1.545 3.008
C: -0.824 -1.512 4.290
C: 0.685 -2.132 3.921
N: 0.697 -2.523 2.453
C: -0.702 -2.146 2.017
C: -1.135 -2.356 0.431
C: -1.266 -0.808 -0.188
C: -0.040 -0.543 -1.267
O: -0.154 0.907 -1.641
H: -6.416 -2.484 3.911
H: -6.123 -1.118 2.620
H: -5.450 -0.848 4.445
H: -3.795 -3.048 3.898
H: -5.751 -3.374 1.615
H: -3.987 -4.059 1.531
H: -4.327 -2.340 0.780
H: -3.324 -0.491 1.853
H: -3.294 -0.296 3.739
H: -1.118 -1.100 5.348
H: 1.626 -2.249 4.608
H: 1.454 -2.926 1.846
H: -0.345 -2.994 -0.182
H: -2.168 -2.894 0.315
H: -1.096 -0.008 0.681
H: -2.335 -0.598 -0.615
H: -0.222 -1.254 -2.187
H: 1.036 -0.699 -0.775
H: -1.136 1.160 -1.517
C: 4.933 2.030 -3.961
O: 3.676 2.513 -3.498
C: 3.013 1.572 -2.648
C: 3.187 1.937 -1.170
O: 4.552 1.817 -0.759
C: 5.212 3.076 -0.705
H: 5.492 2.874 -4.376
H: 5.525 1.586 -3.157
H: 4.774 1.291 -4.754
H: 3.365 0.553 -2.846
H: 1.948 1.612 -2.897
H: 2.608 1.231 -0.564
H: 2.805 2.945 -0.966
H: 4.897 3.620 0.192
H: 5.011 3.684 -1.590
H: 6.289 2.897 -0.646
O: 4.050 -0.424 1.367
H: 4.855 -0.017 1.106
N: -2.762 1.696 5.543
O: -1.810 2.187 4.914
O: -3.929 1.967 5.215
O: -2.547 0.934 6.500
C: 2.971 -2.474 -4.408
O: 1.761 -1.723 -4.417
C: 1.772 -0.689 -5.406
C: 0.991 -1.105 -6.657
O: 1.632 -2.190 -7.336
C: 1.015 -3.442 -7.057
H: 2.802 -3.388 -3.831
H: 3.288 -2.756 -5.415
H: 3.761 -1.894 -3.921
H: 2.799 -0.404 -5.660
H: 1.283 0.183 -4.961
H: 0.969 -0.262 -7.354
H: -0.046 -1.360 -6.406
H: 0.079 -3.525 -7.619
H: 0.814 -3.572 -5.991
H: 1.690 -4.237 -7.380
Al: 0.903 -3.253 -9.592
Cl: 5.437 -0.465 -4.376
Br: -3.343 3.885 4.630
C: -3.695 5.575 5.537
C: -2.409 6.303 5.853
Br: -1.510 5.513 7.393
H: -4.291 5.343 6.424
H: -4.303 6.153 4.836
H: -2.613 7.337 6.144
H: -1.693 6.298 5.027
Br: -0.030 -4.726 2.174
Cl: -3.160 -1.320 4.985
Li: -3.215 6.956 8.352

As for the total energy: -10521.025374 hartree. The calculation puts the LUMO energy at -3.51 eV. The gap between HOMO and LUMO is 1.7543 eV. The charge is 0.

---

Formula: C32H47Cl3N8O8RhS2
Source: the Open Molecules 2025 dataset
Level of theory: the ωB97M-V functional and the def2-TZVPD basis

Geometry (Å):
Rh: -0.190 1.077 -0.043
C: -0.895 -5.315 5.041
C: -1.068 -3.922 4.506
C: -1.438 -2.874 5.342
C: -1.613 -1.588 4.849
C: -1.419 -1.350 3.500
C: -1.044 -2.381 2.645
C: -0.872 -3.656 3.149
S: -1.645 0.274 2.840
O: -1.633 1.178 3.965
O: -2.837 0.281 2.015
N: -0.380 0.468 1.882
C: 0.896 0.574 2.597
C: 1.853 1.520 1.874
O: 2.811 1.990 2.463
O: 1.547 1.832 0.648
H: -0.754 -5.310 6.120
H: -0.038 -5.808 4.583
H: -1.778 -5.919 4.822
H: -1.583 -3.062 6.398
H: -1.889 -0.772 5.503
H: -0.864 -2.172 1.597
H: -0.569 -4.459 2.488
H: 1.386 -0.395 2.734
H: 0.758 0.968 3.607
C: 1.450 4.885 1.741
N: 0.480 4.667 2.850
C: 1.193 4.450 4.143
C: -0.502 3.535 2.605
C: -1.250 3.713 1.316
C: -2.075 4.843 1.282
C: -2.729 5.244 0.134
C: -2.547 4.490 -1.011
C: -1.775 3.339 -0.968
C: -1.130 2.875 0.191
H: 2.034 5.773 1.978
H: 0.891 5.029 0.823
H: 2.096 4.013 1.666
H: -0.081 5.515 2.927
H: 1.812 3.561 4.034
H: 0.459 4.315 4.933
H: 1.819 5.315 4.349
H: -1.168 3.540 3.468
H: 0.069 2.629 2.640
H: -2.216 5.418 2.195
H: -3.362 6.121 0.134
H: -3.015 4.787 -1.942
H: -1.665 2.787 -1.893
Cl: 3.023 0.709 -2.394
C: 1.642 1.638 -2.852
Cl: 1.171 1.364 -4.521
Cl: 1.468 4.487 -1.957
C: 1.298 2.856 -2.196
N: 0.588 1.878 -1.855
C: 6.602 -1.951 -4.561
C: 5.096 -2.034 -4.773
S: 4.353 -2.888 -3.404
O: 4.446 -2.044 -2.235
O: 4.855 -4.232 -3.352
C: 2.624 -2.985 -3.864
C: 1.785 -3.595 -2.742
N: 1.575 -2.668 -1.625
C: 0.719 -1.619 -1.670
N: 0.840 -0.859 -0.589
C: 1.817 -1.427 0.179
C: 2.263 -2.544 -0.439
N: 3.260 -3.452 0.058
O: 3.406 -4.511 -0.520
O: 3.906 -3.063 1.004
C: -0.233 -1.411 -2.795
H: 7.055 -1.420 -5.397
H: 7.038 -2.946 -4.504
H: 6.836 -1.413 -3.644
H: 4.839 -2.597 -5.671
H: 4.630 -1.048 -4.812
H: 2.582 -3.630 -4.742
H: 2.287 -1.983 -4.132
H: 2.257 -4.495 -2.363
H: 0.802 -3.859 -3.127
H: 2.174 -1.018 1.102
H: -0.877 -2.284 -2.923
H: 0.292 -1.248 -3.734
H: -0.860 -0.538 -2.623
C: -4.889 -0.206 -0.534
C: -4.064 -0.249 -1.822
C: -3.778 -1.692 -2.225
C: -4.814 0.462 -2.944
N: -2.779 0.492 -1.707
N: -1.989 0.109 -0.572
H: -5.875 -0.636 -0.715
H: -5.028 0.823 -0.193
H: -4.433 -0.769 0.280
H: -4.717 -2.222 -2.388
H: -3.241 -2.239 -1.445
H: -3.201 -1.725 -3.150
H: -5.769 -0.030 -3.129
H: -4.231 0.451 -3.866
H: -5.022 1.500 -2.675
H: -3.014 1.466 -1.547
H: -1.719 -0.860 -0.720
H: -2.529 0.135 0.303

As for the total energy: -4574.714762 hartree. The calculation puts the LUMO energy at -2.75 eV. The gap between HOMO and LUMO is 8.2487 eV. The charge is +1.